Entry 1:
{
  "formula": "C5H11NO2",
  "method": "ωB97M-V/def2-TZVPD",
  "symbols": ["H", "N", "H", "C", "H", "C", "O", "H", "H", "C", "H", "H", "H", "H", "O", "H", "C", "C", "H"],
  "xyz": [[0.646, -0.680, 1.522], [1.113, 0.626, -0.667], [1.610, -1.420, -0.728], [0.834, -0.854, -0.557], [-2.942, 0.498, 1.796], [1.576, 1.306, -1.708], [1.747, 2.499, -1.901], [0.158, -0.978, -1.386], [-2.046, -0.633, 2.747], [-1.933, 0.107, 2.038], [-0.304, -2.008, 0.930], [2.222, 0.539, -3.494], [-2.005, -0.909, -0.031], [1.333, 1.113, 0.171], [1.709, 0.356, -2.603], [-1.281, 0.935, 2.499], [-0.008, -1.007, 0.757], [-1.331, -0.282, 0.675], [-1.100, 0.791, -0.060]]
}

Entry 2:
{
  "formula": "C49H74BF2N5O9PS2",
  "method": "ωB97M-V/def2-TZVPD",
  "symbols": ["H", "C", "C", "C", "H", "H", "H", "C", "C", "H", "O", "H", "H", "H", "H", "H", "H", "H", "H", "C", "H", "F", "H", "H", "C", "C", "O", "H", "B", "H", "N", "H", "H", "H", "C", "H", "H", "N", "H", "H", "H", "H", "S", "C", "C", "O", "H", "H", "C", "H", "H", "H", "C", "C", "H", "H", "H", "C", "C", "C", "C", "C", "H", "H", "C", "H", "H", "C", "C", "H", "O", "C", "C", "C", "H", "H", "H", "H", "H", "H", "H", "H", "O", "C", "H", "H", "C", "C", "O", "C", "H", "C", "H", "C", "O", "C", "C", "C", "H", "C", "H", "H", "H", "C", "H", "O", "H", "C", "H", "C", "H", "H", "N", "N", "C", "H", "C", "H", "N", "H", "C", "O", "S", "H", "C", "C", "P", "C", "H", "H", "H", "C", "C", "H", "H", "H", "H", "C", "H", "C", "C", "H", "F"],
  "xyz": [[-3.777, -2.869, -0.193], [0.874, 1.212, 2.682], [-0.283, -7.304, 2.039], [5.798, 8.079, -2.924], [7.794, 7.368, -2.600], [8.292, 3.684, 0.151], [-0.951, 0.053, 1.019], [0.465, -0.661, -6.342], [9.862, 2.222, 0.183], [-11.647, -0.765, 1.413], [4.422, 2.863, 11.115], [-3.001, -6.034, 2.352], [-1.576, -1.910, -0.738], [-2.982, -7.820, -0.063], [-0.591, -0.301, -4.506], [-8.800, 0.944, 0.239], [-8.242, 1.186, -1.997], [7.034, -0.397, -0.037], [4.708, 5.268, -0.511], [-3.060, -6.173, 1.282], [3.483, 1.726, -1.187], [-0.053, 2.244, 4.641], [-0.845, -8.794, 0.641], [9.394, -1.130, 0.054], [-2.552, -7.563, 0.899], [3.055, 4.056, 8.068], [2.724, 1.692, -1.786], [-2.607, -0.576, -0.336], [1.590, 2.112, -1.093], [2.170, -0.516, -0.443], [6.139, 2.109, 0.018], [-4.963, -1.244, -1.538], [-10.554, -1.113, -0.663], [-6.352, 0.211, -2.542], [-1.046, -7.744, 0.802], [0.185, -0.581, -1.321], [1.825, 1.070, 3.178], [2.657, 6.700, -1.458], [-9.458, -1.820, 0.544], [2.782, 1.388, 10.145], [2.006, -1.163, 2.495], [-0.875, 0.719, -1.882], [-2.517, -3.491, -4.126], [0.192, 2.396, 3.240], [-0.556, 0.734, 0.276], [1.860, 7.435, -2.017], [-2.900, -8.266, 1.645], [7.092, 5.572, -1.050], [-1.886, -0.927, -1.056], [3.797, -0.513, -6.770], [1.278, -6.554, 0.792], [11.201, 0.548, 0.204], [-10.685, -0.285, 1.310], [0.369, -0.343, -5.001], [-8.857, -1.113, -3.415], [1.700, -6.583, 2.494], [-9.838, 0.426, -2.072], [2.602, 2.019, 9.288], [-8.748, 0.008, -0.303], [1.705, 1.639, 8.304], [-6.844, -0.478, -3.219], [8.542, 2.635, 0.130], [1.983, 4.298, 6.232], [-8.076, -1.739, -1.998], [7.549, 1.679, 0.056], [3.660, 0.052, -4.360], [0.787, 2.157, 6.430], [-2.960, -4.772, -0.825], [0.690, 3.165, -1.858], [1.179, 0.698, 8.394], [4.790, 4.700, 10.056], [4.089, 6.896, -1.762], [9.155, -0.076, 0.076], [10.169, 0.868, 0.158], [-10.872, 0.762, 1.119], [-7.811, -0.479, -0.062], [-1.261, 1.558, 0.255], [-3.422, -5.702, -1.124], [-0.014, 3.629, -1.182], [3.583, 4.994, 7.987], [1.729, -0.974, -8.045], [-10.162, -0.383, 2.250], [5.908, 3.304, 0.019], [-2.407, -4.973, 0.598], [-0.350, -8.090, 2.779], [-6.989, 0.044, -4.152], [4.456, 7.909, -2.626], [1.529, -0.087, -4.291], [-1.822, -0.841, -6.514], [6.356, 6.229, -1.491], [0.213, 0.371, 2.870], [5.017, 6.052, -1.184], [-2.129, -4.595, -1.490], [-3.994, -3.674, -0.886], [-0.651, -1.253, -8.275], [2.157, 3.663, 7.090], [1.481, 2.456, 7.202], [-9.898, -0.906, 0.170], [6.102, 8.866, -3.600], [7.832, 0.328, 0.025], [2.547, -2.122, 1.181], [1.666, -8.067, 1.548], [0.148, 2.741, -2.695], [-8.804, 0.286, -1.795], [10.652, 2.957, 0.247], [5.292, 1.240, -0.015], [-6.442, -2.489, -3.860], [-5.914, -1.659, -3.410], [-1.331, -5.030, 0.559], [6.747, 7.238, -2.360], [2.463, 2.206, 1.165], [-4.112, -6.132, 1.027], [4.232, 3.626, 10.185], [-4.320, -3.149, -2.237], [1.183, -7.113, 1.712], [-2.625, -4.103, 1.202], [-5.341, -2.104, -2.087], [1.477, 0.160, -3.244], [-0.766, -0.942, -7.100], [-5.102, -1.377, -4.063], [2.145, -0.155, 0.578], [2.372, 5.821, -0.676], [-2.660, -0.948, -2.709], [0.489, 2.831, 0.921], [3.265, 3.224, 9.152], [2.836, -0.467, -6.276], [1.167, 1.514, 0.759], [-8.182, -0.854, -2.606], [-0.684, -7.184, -0.048], [3.178, 0.091, 0.794], [-6.123, -2.551, -1.491], [1.682, -0.727, -6.995], [-3.231, -2.635, -2.977], [-4.920, -4.113, -0.536], [3.709, 8.554, -3.062], [1.343, 3.953, -2.212], [-0.784, 2.447, 2.784], [1.852, -1.333, 1.441], [0.740, 3.310, 3.066], [2.760, -0.149, -4.925], [-0.672, 0.032, -1.073], [-0.655, -6.364, 2.417], [0.583, -1.887, 1.224]],
  "total_charge": -1
}

Sequential lowest unoccupied orbital energy output: 0.68 0.76 eV
Sequential ΔE to the lowest compared entry with this formula, charge and spin output: 46.6 0.0 kcal/mol